Entry 1:
Density functional theory data (ωB97M-V/def2-TZVPD) for a structure of composition C26H22MgN8S2Se2.

Geometry as XYZ:
```
61
Properties=species:S:1:pos:R:3
Mg -1.832 0.545 -0.772
C -1.512 -3.828 -0.029
C -2.019 -2.549 -0.236
N -1.228 -1.576 -0.669
C 0.063 -1.851 -0.866
C 0.553 -3.128 -0.645
N -0.232 -4.116 -0.231
C 0.887 -0.715 -1.364
C 2.253 -0.757 -1.588
C 2.881 0.372 -2.104
C 2.113 1.495 -2.405
C 0.753 1.461 -2.144
N 0.182 0.386 -1.611
C -0.207 2.561 -2.435
C 0.149 3.798 -2.949
N -0.754 4.743 -3.188
C -2.016 4.459 -2.896
C -2.389 3.229 -2.366
N -1.483 2.286 -2.154
C 4.344 0.378 -2.342
C 5.116 1.491 -2.029
C 6.481 1.444 -2.266
N 7.103 0.390 -2.788
C 6.357 -0.671 -3.087
C 4.988 -0.729 -2.882
H -2.153 -4.634 0.306
H -3.057 -2.294 -0.063
H 1.597 -3.369 -0.800
H 2.832 -1.635 -1.343
H 2.577 2.363 -2.850
H 1.179 4.046 -3.175
H -2.752 5.231 -3.082
H -3.410 2.993 -2.092
H 4.672 2.371 -1.583
H 7.107 2.295 -2.021
H 6.881 -1.517 -3.516
H 4.433 -1.614 -3.164
C -3.799 -2.492 3.160
Se -2.281 -1.303 2.912
C -0.905 -2.620 3.358
C 0.409 -1.958 3.727
Se 1.162 -0.785 2.345
C 0.723 0.920 3.180
H -3.715 -3.360 2.508
H -4.691 -1.926 2.896
H -3.863 -2.808 4.198
H -0.773 -3.297 2.512
H -1.272 -3.200 4.206
H 1.161 -2.716 3.938
H 0.298 -1.328 4.609
H 1.236 0.998 4.135
H -0.353 1.015 3.296
H 1.076 1.701 2.510
S -4.196 0.446 -0.430
C -3.669 1.228 1.050
S -2.085 1.955 1.138
C -4.497 1.255 2.151
C -4.101 1.895 3.366
N -3.793 2.412 4.348
C -5.763 0.594 2.148
N -6.764 0.023 2.166
```

Values from the calculation:
Max |F|: 0.264 eV/Å
HOMO-LUMO gap: 5.7 eV
HOMO level: -7.5 eV

---

Entry 2:
Density functional theory data (ωB97M-V/def2-TZVPD) for a structure of composition C26H23AgN4O6P.

Geometry as XYZ:
```
61
Properties=species:S:1:pos:R:3
Ag 0.313 -0.131 -0.036
O -3.733 0.664 6.082
C -2.946 1.527 5.650
O -2.719 2.690 6.030
C -2.115 1.079 4.419
C -2.264 -0.185 3.874
C -1.503 -0.540 2.768
N -0.646 0.298 2.189
C -0.483 1.514 2.715
C -1.195 1.933 3.831
C 0.528 2.396 2.049
C 0.681 3.738 2.395
C 1.648 4.489 1.751
C 2.438 3.893 0.780
C 2.215 2.557 0.485
N 1.283 1.836 1.105
C -1.591 -1.907 2.175
C -1.921 -3.006 2.966
C -1.958 -4.261 2.388
C -1.662 -4.390 1.040
C -1.342 -3.243 0.332
N -1.313 -2.032 0.876
H -2.987 -0.849 4.328
H -1.074 2.905 4.288
H 0.054 4.188 3.151
H 1.780 5.533 2.007
H 3.207 4.446 0.259
H 2.782 2.019 -0.267
H -2.120 -2.873 4.020
H -2.202 -5.130 2.986
H -1.668 -5.352 0.547
H -1.088 -3.294 -0.722
C -2.209 0.405 -2.676
P -0.561 0.850 -2.020
C -0.697 2.670 -1.929
C 0.502 0.635 -3.485
H -2.452 0.967 -3.581
H -2.965 0.600 -1.916
H -2.228 -0.662 -2.900
H -1.026 3.104 -2.876
H 0.275 3.084 -1.659
H -1.403 2.939 -1.142
H 0.170 1.244 -4.330
H 0.497 -0.418 -3.771
H 1.525 0.882 -3.203
O 2.917 0.051 -1.343
C 2.934 -1.117 -0.906
O 2.060 -1.681 -0.199
C 4.150 -1.971 -1.256
C 4.244 -3.281 -0.798
C 5.340 -4.063 -1.120
C 6.337 -3.508 -1.906
C 6.273 -2.207 -2.374
C 5.168 -1.442 -2.042
N 7.505 -4.332 -2.256
O 7.540 -5.477 -1.847
O 8.377 -3.825 -2.937
H 3.440 -3.666 -0.185
H 5.436 -5.082 -0.776
H 7.076 -1.818 -2.982
H 5.068 -0.421 -2.382
```

Values from the calculation:
Charge: -1
Max |F|: 0.272 eV/Å
HOMO-LUMO gap: 7.0 eV
HOMO level: -5.6 eV

---

Entry 3:
Density functional theory data (ωB97M-V/def2-TZVPD) for a structure of composition C26H23BBrF8MoO5PSSi.

Geometry as XYZ:
```
68
Properties=species:S:1:pos:R:3
Mo 1.131 1.334 -1.130
F -1.885 -2.863 -4.961
C -1.361 -2.099 -4.017
C -1.059 -2.707 -2.867
F -1.336 -4.005 -2.771
C -0.465 -2.229 -1.560
F 0.337 -3.229 -1.119
C 0.500 -0.971 -1.648
P 1.583 -0.800 -0.090
C 0.711 -1.356 1.360
C -0.158 -0.526 2.070
C -0.871 -1.043 3.138
C -0.714 -2.374 3.501
C 0.161 -3.197 2.802
C 0.875 -2.697 1.730
C 3.207 -1.510 -0.204
C 3.885 -1.755 -1.403
C 5.186 -2.223 -1.353
C 5.819 -2.419 -0.132
C 5.154 -2.149 1.057
C 3.848 -1.695 1.031
C -0.951 0.341 -3.657
Br -0.923 2.113 -4.283
C -1.242 -0.688 -4.443
F -1.525 -0.525 -5.719
H -0.278 0.512 1.800
H -1.548 -0.405 3.687
H -1.272 -2.773 4.338
H 0.284 -4.232 3.091
H 1.546 -3.345 1.182
H 3.417 -1.592 -2.359
H 5.710 -2.431 -2.276
H 6.839 -2.779 -0.108
H 5.650 -2.297 2.006
H 3.335 -1.495 1.962
C -1.121 3.994 2.014
Si -2.201 3.020 0.914
C -2.459 3.555 -0.807
C -3.212 1.715 1.619
C -3.870 0.764 0.822
C -4.671 -0.198 1.410
C -4.845 -0.208 2.790
C -4.213 0.735 3.592
C -3.390 1.685 3.014
H -1.608 4.938 2.281
H -0.197 4.233 1.488
H -0.887 3.462 2.935
H -3.211 4.353 -0.812
H -2.840 2.746 -1.431
H -1.548 3.965 -1.242
H -3.763 0.778 -0.253
H -5.175 -0.932 0.796
H -5.489 -0.950 3.243
H -4.369 0.730 4.663
H -2.899 2.415 3.647
F -0.245 1.885 0.102
B -0.706 0.202 -2.151
F -1.701 0.374 -1.282
F -1.415 -2.047 -0.626
F 1.305 -1.279 -2.713
O 1.999 2.814 0.427
H 2.358 3.520 -0.135
H 2.694 2.588 1.062
O 4.237 2.554 -2.392
S 2.946 2.338 -2.925
O 2.434 0.875 -2.444
O 1.851 2.975 -1.978
O 2.622 2.510 -4.284
```

Values from the calculation:
Charge: +2
Max |F|: 1.811 eV/Å
HOMO-LUMO gap (spin up / spin down): 6.0 / 5.6 eV
HOMO level (spin up / spin down): -14.4 / -14.4 eV

---

Entry 4:
Density functional theory data (ωB97M-V/def2-TZVPD) for a structure of composition C26H23BeN5STe.

Geometry as XYZ:
```
57
Properties=species:S:1:pos:R:3
Be -0.836 0.958 -0.161
N -1.178 2.515 3.232
C -1.619 1.281 3.721
C -1.889 0.845 5.013
C -2.268 -0.473 5.140
C -2.373 -1.327 4.024
C -2.106 -0.882 2.747
C -1.721 0.451 2.611
N -1.377 1.191 1.474
C -1.049 2.395 1.909
C -0.488 3.302 0.903
C -0.106 4.595 0.893
S 0.511 4.992 -0.648
C 0.223 3.424 -1.201
N -0.303 2.632 -0.300
H -1.028 3.351 3.774
H -1.806 1.496 5.874
H -2.489 -0.864 6.124
H -2.678 -2.353 4.179
H -2.193 -1.537 1.888
H -0.158 5.327 1.684
H 0.459 3.109 -2.208
Te 1.316 -0.284 0.320
C 2.831 0.473 -0.906
C 2.602 0.774 -2.246
C 3.668 1.179 -3.037
C 4.940 1.286 -2.488
C 5.153 0.997 -1.148
C 4.096 0.588 -0.343
C 1.349 -2.267 -0.363
C 1.548 -3.266 0.582
C 1.627 -4.589 0.159
C 1.521 -4.897 -1.189
C 1.330 -3.887 -2.127
C 1.237 -2.564 -1.717
H 1.611 0.694 -2.677
H 3.505 1.408 -4.083
H 5.770 1.595 -3.111
H 6.144 1.085 -0.723
H 4.268 0.356 0.699
H 1.654 -3.027 1.632
H 1.787 -5.375 0.886
H 1.594 -5.927 -1.514
H 1.262 -4.129 -3.180
H 1.099 -1.781 -2.453
C -2.187 -1.916 -1.324
C -2.634 -0.532 -1.635
N -2.100 0.610 -1.214
C -2.909 1.643 -1.698
C -3.915 1.112 -2.419
N -3.721 -0.253 -2.367
H -1.207 -1.910 -0.854
H -2.121 -2.521 -2.228
H -2.895 -2.399 -0.648
H -2.710 2.680 -1.488
H -4.732 1.564 -2.953
H -4.304 -0.947 -2.811
```

Values from the calculation:
Charge: +2
Max |F|: 0.627 eV/Å
HOMO-LUMO gap: 8.4 eV
HOMO level: -14.2 eV